C21H31N3O4 | ωB97M-V/def2-TZVPD

Structure (XYZ):
```
59
C21H31N3O4 | OMol25 | ωB97M-V/def2-TZVPD
O 1.32 1.58 -1.32
O 0.86 0.20 4.26
O -0.61 -0.20 -2.76
O 2.89 -0.40 -1.75
N 1.09 -1.33 -3.69
N -3.71 0.63 2.97
N -1.06 -0.25 3.18
C 3.55 -1.30 -3.80
C 1.00 -0.15 1.92
C 2.22 -1.49 -4.56
C 1.44 0.71 -0.29
C -2.23 2.39 4.04
C 1.96 -1.13 1.74
C 0.56 0.91 -4.53
C 0.28 -0.05 3.22
C 0.98 -2.37 -2.69
C 0.76 0.78 0.91
C 2.35 -0.36 -0.51
C 0.29 -0.23 -3.58
C -4.87 1.46 2.74
C 2.63 -1.23 0.53
C 0.30 2.55 -1.25
C -2.92 1.02 4.13
C -1.87 -0.08 4.37
C -1.85 -0.62 2.03
C 2.37 -2.79 -2.19
C 3.35 -1.62 -2.31
C -2.92 0.44 1.77
H 3.88 -0.26 -3.87
H 0.49 0.58 -5.57
H -0.18 1.68 -4.36
H 0.04 1.56 1.08
H -0.68 2.08 -1.21
H 2.77 -3.61 -2.78
H 2.18 -2.51 -4.96
H -2.38 -1.02 4.59
H 4.32 -1.94 -4.23
H 0.45 -3.24 -3.11
H -5.42 1.58 3.67
H -1.20 0.19 5.19
H -2.95 3.17 3.79
H -2.35 -1.57 2.25
H -2.45 1.37 1.43
H -4.63 2.45 2.34
H 2.28 -3.13 -1.16
H 3.38 -2.00 0.40
H -1.45 2.39 3.28
H 2.18 -1.82 2.54
H 1.55 1.32 -4.34
H 4.32 -1.89 -1.85
H -1.77 2.63 4.99
H 2.17 -0.80 -5.40
H -3.60 1.03 4.98
H 0.44 3.22 -0.39
H -3.58 0.09 0.98
H -5.52 0.95 2.02
H 0.37 -1.96 -1.87
H 0.39 3.14 -2.16
H -1.21 -0.74 1.15
```

* energy above the lowest of the compared OMol25 structures with the same formula, charge and spin: 47.0 kcal per mole
* structure (SMILES): COc1cc(C(=O)N2CCN(C)[C@H](C)C2)ccc1OC1CCN(C(C)=O)CC1

=====

C21H31N4O6ReS2SeSi | ωB97M-V/def2-TZVPD

Structure (XYZ):
```
67
C21H31N4O6ReS2SeSi | OMol25 | ωB97M-V/def2-TZVPD
Re 1.83 0.48 -0.16
Se 2.31 2.73 -0.87
S 0.75 -1.38 2.35
S 5.01 -5.02 -0.85
Si 1.36 4.26 0.59
O 5.55 -0.10 1.03
O -0.34 -0.46 2.41
O 0.38 -1.31 -1.88
O 2.52 -0.94 -2.67
O 3.75 0.12 -0.32
O 1.41 -1.88 3.53
N -2.45 1.60 -0.18
N -0.11 0.80 0.11
N 2.59 -5.50 -2.19
N 2.02 -0.80 1.35
C 4.32 -0.17 0.88
C -4.01 2.36 -1.93
C 2.72 5.39 1.16
C 1.12 -3.88 1.30
C -1.14 -2.94 1.11
C 2.30 -2.05 -3.56
C 0.17 -2.88 1.54
C 3.59 -5.32 -1.61
C -1.11 -6.29 -0.73
C 3.42 -0.77 1.97
C 0.68 -4.99 0.55
C -1.17 1.24 -0.12
C -1.56 -4.03 0.38
C -0.64 -5.09 0.10
C 0.07 4.99 -0.59
C -4.59 2.92 0.53
C -3.13 2.36 0.87
C -3.23 1.18 -1.36
C 0.74 3.22 2.08
C 1.46 -0.71 -1.80
C -5.18 2.63 -0.90
H 1.42 -5.75 0.37
H -0.57 5.72 -0.07
H -3.37 3.24 -2.00
H -0.57 4.22 -1.05
H 2.40 5.87 2.12
H -5.77 3.51 -1.28
H 3.79 -1.78 2.23
H -4.71 3.98 0.78
H -5.25 2.47 1.30
H -5.90 1.75 -0.89
H -0.22 2.76 1.82
H 3.10 6.16 0.50
H 0.59 5.50 -1.41
H -4.37 2.05 -2.90
H 3.45 -0.12 2.83
H 3.02 -2.84 -3.35
H 0.64 3.88 2.91
H -0.84 -7.27 -0.24
H 2.46 -1.70 -4.55
H -2.59 -4.09 0.12
H 1.28 -2.41 -3.35
H -2.18 -6.19 -0.94
H -2.47 3.23 1.18
H 2.11 -3.76 1.69
H -3.15 1.73 1.80
H -1.75 -2.09 1.32
H -0.59 -6.26 -1.69
H -3.94 0.46 -1.06
H 1.46 2.43 2.37
H -2.53 0.76 -2.07
H 3.64 4.78 1.37
```

* spin multiplicity: 4
* energy above the lowest of the compared OMol25 structures with the same formula, charge and spin: 0.0 kcal per mole
* <S²>: 3.78
* total charge: -1

=====

C21H31N5S | ωB97M-V/def2-TZVPD

Structure (XYZ):
```
58
C21H31N5S | OMol25 | ωB97M-V/def2-TZVPD
S -0.96 -2.85 1.11
N -0.92 1.35 -1.88
N -1.94 2.16 -2.13
N -2.86 2.01 -1.28
N -2.47 1.07 -0.41
N 0.93 -0.55 -0.57
C -0.43 -0.38 -0.10
C -5.74 0.57 0.86
C 1.06 -0.97 -1.95
C -3.30 0.64 0.68
C -2.04 -3.94 0.33
C -1.24 0.67 -0.81
C 1.77 0.61 -0.31
C 3.67 -0.29 2.04
C -5.28 2.01 1.02
C 2.49 -1.43 -2.19
C -4.55 -0.09 0.16
C -3.83 1.86 1.47
C 3.62 -0.83 0.61
C -2.04 -2.14 -1.10
C 3.47 -0.31 -1.85
C -1.18 -1.69 -0.15
C -2.53 -3.43 -0.82
C 4.17 2.00 1.18
C 3.25 0.24 -0.43
C 4.14 1.47 -0.25
C 4.61 0.91 2.14
H -0.35 -0.08 0.96
H 2.61 -1.72 -3.24
H -2.69 -0.01 1.31
H 0.81 -0.16 -2.64
H 2.90 -1.64 0.56
H 5.16 1.21 -0.54
H 0.37 -1.80 -2.13
H -2.24 -4.89 0.78
H -6.66 0.48 0.28
H -3.23 2.75 1.28
H 4.50 -0.66 -1.96
H 3.32 0.51 -2.56
H 3.18 2.36 1.47
H 3.80 2.26 -0.93
H -5.88 2.57 1.74
H 1.55 0.97 0.70
H 1.54 1.43 -1.02
H -4.63 0.07 -0.92
H -5.90 0.11 1.84
H -4.50 -1.17 0.34
H 4.61 -1.23 0.36
H -2.31 -1.58 -1.98
H 4.62 1.29 3.17
H -3.79 1.63 2.54
H -3.22 -3.96 -1.46
H 2.67 0.01 2.36
H -5.31 2.52 0.06
H 4.00 -1.08 2.71
H 4.86 2.85 1.24
H 5.63 0.59 1.89
H 2.70 -2.31 -1.57
```

* energy above the lowest of the compared OMol25 structures with the same formula, charge and spin: 34.1 kcal per mole
* structure (SMILES): c1csc([C@H](c2nnnn2C2CCCC2)N2CCCC3(CCCCC3)C2)c1

=====

C21H31N5S | ωB97M-V/def2-TZVPD

Structure (XYZ):
```
58
C21H31N5S | OMol25 | ωB97M-V/def2-TZVPD
S -4.89 2.52 -0.33
N -2.32 2.18 -0.36
N 2.74 -0.07 -0.78
N -3.57 0.27 -0.79
N -3.25 -2.09 0.42
N 4.91 -0.29 -0.13
C 2.08 2.91 2.27
C 7.18 -0.84 -0.10
C 1.24 1.49 0.34
C -1.05 1.61 -0.46
C -0.06 2.02 0.41
C -3.40 -3.47 2.54
C -3.54 1.58 -0.50
C 6.40 -2.00 -0.70
C 3.52 1.29 1.05
C -4.76 -0.54 -0.71
C -2.71 -2.36 1.74
C -1.61 -3.39 -0.90
C 2.30 1.88 1.21
C 3.71 0.31 0.04
C -4.60 -1.54 0.44
C -0.74 0.66 -1.46
C -3.08 -3.16 -0.55
C 0.51 0.12 -1.54
C 6.11 -0.03 0.63
C 5.09 -1.34 -1.12
C 1.53 0.51 -0.64
H 1.30 2.59 2.96
H 1.77 3.86 1.83
H 4.34 1.55 1.70
H 7.62 -0.24 -0.90
H -1.12 -2.45 -1.11
H -0.29 2.77 1.15
H 6.34 1.04 0.65
H 6.91 -2.48 -1.53
H -3.30 -4.43 2.04
H 5.17 -0.90 -2.12
H -5.38 -2.32 0.37
H -3.54 -4.10 -0.21
H 7.98 -1.16 0.57
H -4.90 -1.05 -1.67
H -1.08 -3.89 -0.09
H -2.76 -1.43 2.31
H 0.76 -0.60 -2.31
H -4.73 -1.01 1.38
H -1.55 -4.02 -1.78
H -4.45 -3.25 2.67
H 5.99 -0.38 1.66
H -2.94 -3.55 3.52
H -3.61 -2.85 -1.46
H -2.74 -0.28 -0.58
H -1.65 -2.60 1.62
H 6.20 -2.76 0.07
H 4.23 -2.01 -1.12
H -1.49 0.40 -2.20
H 2.99 3.08 2.84
H -2.37 3.12 -0.01
H -5.62 0.11 -0.54
```

* energy above the lowest of the compared OMol25 structures with the same formula, charge and spin: 0.3 kcal per mole
* structure (SMILES): CCN(CC)CCNC(=S)Nc1ccc2nc(N3CCCC3)cc(C)c2c1

=====

C21H32BCl2FeN7O3 | ωB97M-V/def2-TZVPD

Structure (XYZ):
```
67
C21H32BCl2FeN7O3 | OMol25 | ωB97M-V/def2-TZVPD
Fe -1.21 0.91 1.01
Cl -3.35 1.62 1.69
Cl -0.69 4.05 1.42
O -0.50 -0.58 2.20
O 3.61 4.10 -0.12
O 3.34 2.37 1.39
N -1.59 -0.68 -0.65
N 1.26 -0.31 -2.77
N -0.21 1.63 -1.76
N 1.91 -0.90 -1.71
N -0.47 -0.64 4.44
N -0.55 1.50 -3.16
N -1.06 -0.78 -1.91
C -2.44 -1.69 -0.53
C -2.48 -2.44 -1.72
C 4.08 -1.93 -1.28
C 0.16 -0.59 3.27
C -1.32 1.96 -0.96
C -2.35 2.10 -1.87
C -1.93 -0.71 4.45
C -1.15 -2.21 -3.94
C 1.60 0.17 -5.23
C -0.22 2.40 2.06
C 3.08 -1.27 -2.17
C 3.21 -0.95 -3.54
C 2.05 -0.34 -3.90
C 3.53 3.22 0.63
C 0.25 -0.77 5.70
C -1.59 -1.85 -2.56
C 1.66 -0.57 3.21
C -2.70 1.49 -4.36
C -1.90 1.75 -3.14
C -3.25 -1.91 0.71
C -0.39 5.77 1.58
B -0.08 0.16 -2.46
H 0.72 2.01 -1.58
H 4.49 -2.82 -1.75
H 0.77 4.59 1.25
H -3.44 2.27 -4.50
H 3.61 -2.22 -0.34
H 1.06 -0.60 -5.78
H 4.05 -1.15 -4.18
H 2.09 -1.43 3.73
H 2.47 0.45 -5.82
H -1.85 -2.91 -4.38
H -0.81 6.07 2.57
H -1.10 -1.34 -4.59
H 0.50 -1.81 5.91
H 1.96 -0.58 2.17
H -4.15 -1.30 0.69
H 2.05 0.34 3.68
H -2.68 -1.63 1.60
H 4.91 -1.26 -1.06
H -3.53 -2.95 0.79
H -0.38 -0.39 6.50
H -3.25 0.55 -4.24
H 0.20 2.66 3.04
H -2.02 3.87 1.75
H -0.16 -2.68 -3.92
H -3.38 2.30 -1.61
H -2.08 1.42 -5.25
H 1.17 -0.18 5.68
H -2.27 -0.61 5.48
H -3.08 -3.31 -1.91
H 0.96 1.04 -5.14
H -2.36 0.08 3.84
H -2.27 -1.68 4.06
```

* spin multiplicity: 6
* energy above the lowest of the compared OMol25 structures with the same formula, charge and spin: 314.6 kcal per mole
* <S²>: 8.78
* total charge: +1

=====

C21H32N2O3 | ωB97M-V/def2-TZVPD

Structure (XYZ):
```
58
C21H32N2O3 | OMol25 | ωB97M-V/def2-TZVPD
O 6.34 -0.78 0.36
O 1.05 2.55 -0.84
O 4.41 -2.37 -0.29
N 0.17 0.63 -0.04
N -3.98 0.26 0.58
C -1.21 1.06 -0.13
C 7.45 0.02 0.67
C -3.34 1.36 1.27
C -1.80 1.25 1.27
C 2.80 -0.54 -0.33
C -5.09 -1.93 0.82
C -4.11 1.45 -1.51
C -3.96 -1.01 1.29
C 5.13 -0.19 0.19
C 3.61 1.67 0.12
C 1.21 1.43 -0.39
C -5.77 -4.02 -0.44
C 4.07 -1.05 -0.15
C -3.72 2.77 -0.84
C 3.41 -3.28 -0.66
C -4.61 -3.15 0.03
C -3.88 2.67 0.67
C -3.54 0.22 -0.80
C 2.56 0.83 -0.19
C -2.02 0.05 -0.94
C 4.89 1.17 0.32
H -4.10 -0.78 2.35
H -5.20 1.36 -1.49
H 0.36 -0.24 0.43
H -4.95 2.70 0.91
H 5.69 1.85 0.57
H -1.37 2.13 1.74
H -3.95 -3.75 0.68
H -3.79 1.45 -2.55
H 8.30 -0.66 0.75
H 2.62 -3.34 0.09
H -4.37 3.56 -1.22
H -1.53 0.38 1.88
H -5.41 -4.88 -0.98
H -4.01 -0.66 -1.27
H 7.65 0.76 -0.11
H 2.98 -3.03 -1.64
H 3.91 -4.25 -0.72
H 1.99 -1.19 -0.62
H -5.66 -2.28 1.68
H -1.16 2.02 -0.65
H -3.67 1.33 2.32
H 3.42 2.73 0.21
H -3.00 -1.54 1.19
H -5.78 -1.35 0.20
H -1.74 0.11 -1.99
H -1.76 -0.96 -0.59
H 7.31 0.54 1.63
H -3.40 3.52 1.16
H -4.02 -2.84 -0.83
H -6.43 -3.45 -1.10
H -2.70 3.04 -1.10
H -6.36 -4.36 0.41
```

* energy above the lowest of the compared OMol25 structures with the same formula, charge and spin: 42.7 kcal per mole
* structure (SMILES): CCCCN1[C@@H]2CCC[C@H]1C[C@H](NC(=O)c1ccc(OC)c(OC)c1)C2

=====

C21H32N4O4S2 | ωB97M-V/def2-TZVPD

Structure (XYZ):
```
63
C21H32N4O4S2 | OMol25 | ωB97M-V/def2-TZVPD
S -3.21 -3.40 1.11
S 2.62 -1.43 -0.18
O 2.39 -0.69 -1.40
O -4.15 0.20 1.82
O 3.57 -2.51 -0.22
O 0.00 2.01 1.79
N -2.08 -0.68 1.71
N 2.95 -0.37 1.06
N -1.24 2.33 -1.78
N -2.17 2.27 1.22
C 3.14 1.04 0.74
C 1.03 -2.08 0.33
C -3.41 -0.68 1.42
C 0.69 -3.40 0.10
C 0.13 -1.18 0.87
C -1.99 3.44 0.41
C -1.53 -2.91 0.87
C -0.72 0.06 -2.62
C 4.82 0.44 2.31
C 4.61 1.31 1.06
C -0.60 -3.81 0.38
C -1.17 -1.59 1.15
C 0.14 2.70 -1.56
C -2.18 3.19 -1.11
C -1.16 1.64 1.83
C -1.49 0.91 -1.60
C -1.58 0.37 2.59
C -3.90 -1.81 0.56
C 3.94 -0.79 2.03
C -0.35 -2.27 -3.51
C -1.25 -1.38 -2.67
H -2.27 -1.38 -3.08
H 0.51 2.44 -0.55
H -1.30 -1.78 -1.65
H -2.38 0.63 3.28
H -0.81 0.52 -3.60
H 0.33 0.01 -2.35
H 0.24 3.77 -1.70
H 2.89 1.20 -0.31
H 1.43 -4.07 -0.31
H 4.45 0.97 3.19
H 0.66 -2.26 -3.11
H 4.52 -1.62 1.61
H -3.61 -1.65 -0.48
H -2.56 0.75 -1.75
H -1.22 0.56 -0.59
H 5.24 0.95 0.25
H -2.12 4.17 -1.59
H -0.72 -3.29 -3.51
H 4.81 2.36 1.24
H -0.32 -1.91 -4.54
H -2.71 4.20 0.72
H 3.44 -1.14 2.94
H -0.98 3.81 0.60
H -3.19 2.80 -1.28
H -0.91 -4.83 0.19
H 0.46 -0.17 1.04
H 2.47 1.64 1.37
H 5.86 0.17 2.47
H -4.99 -1.87 0.63
H 0.77 2.19 -2.29
H -0.72 -0.01 3.14
H -3.11 1.89 1.32
```

* energy above the lowest of the compared OMol25 structures with the same formula, charge and spin: 0.0 kcal per mole
* structure (SMILES): CCCCN(C)CCNC(=O)CN1C(=O)CSc2ccc(S(=O)(=O)N3CCCC3)cc21

=====

C21H32N4O6S | ωB97M-V/def2-TZVPD

Structure (XYZ):
```
64
C21H32N4O6S | OMol25 | ωB97M-V/def2-TZVPD
S 1.77 0.40 0.29
O 1.26 0.68 1.60
O 1.53 -3.28 -1.88
O 0.48 -3.45 0.12
O -3.75 -0.61 1.91
O -1.25 3.84 0.53
O 0.94 -0.36 -0.60
N 2.63 -2.83 0.04
N 3.28 -0.29 0.52
N 2.27 1.73 -0.53
N -1.07 1.71 -0.16
C 2.10 3.78 0.83
C -4.52 -1.56 2.62
C 3.81 -2.39 -0.67
C -0.76 -3.70 -0.53
C -4.54 0.27 -2.06
C -5.11 -0.96 -0.08
C 3.85 -0.85 -0.70
C -5.34 -0.64 -1.41
C 3.01 2.70 0.25
C -3.24 0.57 -0.05
C 1.32 4.46 -0.30
C 0.49 3.41 -1.04
C -0.68 2.99 -0.13
C -4.06 -0.36 0.61
C 2.57 -2.46 1.44
C 1.53 -3.16 -0.68
C -3.49 0.87 -1.38
C 1.42 2.30 -1.56
C -2.11 1.22 0.71
C -1.63 -2.45 -0.51
C 3.38 -1.17 1.67
H -0.56 -4.02 -1.56
H 0.88 1.48 -2.03
H 3.77 3.15 -0.40
H 2.09 2.74 -2.31
H 2.01 4.94 -0.99
H 2.97 -0.62 2.52
H -0.51 0.99 -0.61
H -2.49 2.08 1.27
H 2.70 4.51 1.37
H 3.25 -0.48 -1.53
H 4.44 -1.38 1.84
H 1.53 -2.30 1.71
H 3.51 2.14 1.04
H 3.76 -2.79 -1.68
H -6.16 -1.12 -1.93
H 2.98 -3.27 2.06
H 4.69 -2.79 -0.16
H -1.86 -2.17 0.52
H -4.47 -2.55 2.15
H -5.75 -1.68 0.41
H -5.57 -1.25 2.69
H -2.86 1.59 -1.88
H -2.55 -2.62 -1.05
H -4.72 0.52 -3.10
H 0.02 3.88 -1.92
H -4.09 -1.60 3.61
H -1.08 -1.63 -0.97
H 4.88 -0.49 -0.81
H 0.65 5.21 0.11
H -1.23 -4.52 0.03
H 1.40 3.32 1.53
H -1.69 0.50 1.42
```

* energy above the lowest of the compared OMol25 structures with the same formula, charge and spin: 6.7 kcal per mole
* structure (SMILES): CCOC(=O)N1CCN(S(=O)(=O)N2CCC[C@H](C(=O)NCc3ccccc3OC)C2)CC1